1.
Computed, not measured: C33H53N4NiO2P2 as an isolated structure, with ωB97M-V/def2-TZVPD.

* ΔE to the lowest compared entry with this formula, charge and spin: 10.59 kcal/mol
* multiplicity: 3
* expectation value of S²: 2.0529
* HOMO level (spin up / spin down): -9.465 / -10.119 eV
* total charge: +1

Element x y z (Å)
1 C -0.119 3.260 0.302
2 C 0.782 2.115 2.186
3 C 0.066 4.505 0.910
4 C 1.156 3.371 2.738
5 C 0.776 4.544 2.118
6 H -0.333 5.388 0.423
7 H 1.672 3.342 3.697
8 H 1.023 5.491 2.590
9 N 0.220 2.129 0.931
10 P 0.047 1.543 -1.820
11 P -0.028 -0.585 2.367
12 C -0.763 3.041 -1.073
13 H -1.830 2.815 -0.928
14 H -0.707 3.920 -1.722
15 C -0.526 -1.453 -0.548
16 O -1.055 -2.393 -0.996
17 C 0.877 0.861 2.848
18 H 1.376 0.871 3.820
19 C -1.632 -0.618 3.463
20 C 1.081 -2.005 3.041
21 C -0.943 1.080 -3.376
22 C 1.694 2.327 -2.371
23 C -2.631 -1.596 2.814
24 H -2.225 -2.613 2.727
25 H -3.521 -1.655 3.458
26 H -2.936 -1.251 1.820
27 C -1.384 -1.017 4.930
28 H -1.059 -2.056 5.061
29 H -0.675 -0.339 5.426
30 H -2.342 -0.920 5.466
31 C -2.221 0.793 3.506
32 H -3.113 0.773 4.149
33 H -1.505 1.498 3.942
34 H -2.518 1.143 2.517
35 C 0.302 -3.330 2.953
36 H -0.144 -3.470 1.956
37 H 1.004 -4.162 3.121
38 H -0.482 -3.423 3.714
39 C 2.279 -2.077 2.094
40 H 1.971 -2.232 1.056
41 H 2.881 -1.163 2.127
42 H 2.922 -2.922 2.388
43 C 1.656 -1.798 4.451
44 H 0.912 -1.772 5.248
45 H 2.311 -2.656 4.674
46 H 2.273 -0.896 4.518
47 C 2.326 1.403 -3.427
48 H 3.370 1.715 -3.579
49 H 2.350 0.356 -3.086
50 H 1.830 1.465 -4.404
51 C 2.639 2.376 -1.161
52 H 2.280 3.061 -0.385
53 H 2.799 1.379 -0.728
54 H 3.615 2.746 -1.510
55 C 1.554 3.768 -2.910
56 H 2.539 4.084 -3.284
57 H 0.852 3.871 -3.745
58 H 1.272 4.483 -2.126
59 C -2.401 0.850 -2.974
60 H -2.848 1.710 -2.468
61 H -2.989 0.657 -3.881
62 H -2.500 -0.028 -2.330
63 C -0.391 -0.264 -3.886
64 H -0.378 -1.012 -3.081
65 H -1.055 -0.635 -4.680
66 H 0.615 -0.186 -4.308
67 C -0.871 2.155 -4.470
68 H -1.154 3.152 -4.105
69 H 0.112 2.219 -4.951
70 H -1.588 1.884 -5.261
71 Ni -0.286 0.211 0.097
72 N -2.217 0.491 0.134
73 C -3.333 0.849 0.244
74 C -4.661 1.280 0.387
75 C -5.681 0.665 -0.372
76 C -4.976 2.298 1.317
77 C -7.003 1.061 -0.187
78 H -5.429 -0.130 -1.079
79 C -6.310 2.659 1.500
80 H -4.181 2.781 1.896
81 C -7.321 2.046 0.754
82 H -7.789 0.583 -0.771
83 H -6.563 3.418 2.240
84 H -8.362 2.333 0.915
85 C 2.258 -3.341 -1.712
86 N 3.137 -2.336 -2.295
87 C 3.845 -1.470 -1.474
88 N 5.145 -1.254 -1.911
89 O 3.396 -0.906 -0.477
90 H 1.668 -2.955 -0.870
91 H 2.863 -4.190 -1.341
92 H 1.577 -3.742 -2.477
93 H 3.655 -2.637 -3.118
94 H 5.751 -0.906 -1.183
95 H 5.539 -1.989 -2.483

=====

2.
Computed, not measured: a 4-piece molecular cluster, C3H12NO3 overall, with ωB97M-V/def2-TZVPD.

* ΔE to the lowest compared entry with this formula, charge and spin: 74.79 kcal/mol
* multiplicity: 1
* HOMO level: -14.538 eV
* total charge: +1

Element x y z (Å)
1 C 0.614 -1.340 -0.778
2 C 0.105 -1.990 -1.800
3 C 0.436 0.707 0.456
4 N 0.447 0.154 -0.663
5 H 1.111 -1.814 0.017
6 H -0.479 -1.529 -2.557
7 H 0.197 -3.051 -2.104
8 H 0.133 1.827 0.753
9 H 0.739 0.348 1.516
10 H 0.341 0.603 -1.652
11 H 2.962 1.344 2.079
12 H 2.707 2.439 0.971
13 O 2.331 1.551 1.444
14 H -1.882 -1.582 1.979
15 H -0.558 -0.828 1.995
16 O -1.476 -0.740 1.710
17 H -2.801 1.689 -1.755
18 H -2.732 0.770 -0.542
19 O -2.195 1.440 -1.069

=====

3.
Computed, not measured: a 2-piece molecular cluster, C5H14 overall, with ωB97M-V/def2-TZVPD.

* ΔE to the lowest compared entry with this formula, charge and spin: 19.04 kcal/mol
* multiplicity: 2
* expectation value of S²: 0.7526
* HOMO level (spin up / spin down): -15.372 / -15.240 eV
* total charge: +1

Element x y z (Å)
1 C -1.903 0.543 -0.300
2 C -2.839 -0.653 -0.634
3 H -1.633 0.840 0.707
4 H -0.961 0.466 -0.832
5 H -2.325 1.411 -0.827
6 H -2.305 -1.361 -1.253
7 H -3.585 -0.298 -1.339
8 H -3.187 -1.048 0.306
9 C 2.232 0.111 0.120
10 C 1.232 -0.779 -0.515
11 C 1.481 0.722 1.397
12 H 3.226 -0.336 0.286
13 H 2.676 0.952 -0.424
14 H 0.527 -0.078 -1.051
15 H 0.845 1.539 1.063
16 H 0.953 -0.076 1.937
17 H 2.262 1.125 2.059
18 H 1.704 -1.614 -1.039
19 H 0.383 -1.161 0.100

=====

Copy entry 3 word for word.
Computed, not measured: a 2-piece molecular cluster, C5H14 overall, with ωB97M-V/def2-TZVPD.

* ΔE to the lowest compared entry with this formula, charge and spin: 19.04 kcal/mol
* multiplicity: 2
* expectation value of S²: 0.7526
* HOMO level (spin up / spin down): -15.372 / -15.240 eV
* total charge: +1

Element x y z (Å)
1 C -1.903 0.543 -0.300
2 C -2.839 -0.653 -0.634
3 H -1.633 0.840 0.707
4 H -0.961 0.466 -0.832
5 H -2.325 1.411 -0.827
6 H -2.305 -1.361 -1.253
7 H -3.585 -0.298 -1.339
8 H -3.187 -1.048 0.306
9 C 2.232 0.111 0.120
10 C 1.232 -0.779 -0.515
11 C 1.481 0.722 1.397
12 H 3.226 -0.336 0.286
13 H 2.676 0.952 -0.424
14 H 0.527 -0.078 -1.051
15 H 0.845 1.539 1.063
16 H 0.953 -0.076 1.937
17 H 2.262 1.125 2.059
18 H 1.704 -1.614 -1.039
19 H 0.383 -1.161 0.100

=====

What did the third record say?
Computed, not measured: a 2-piece molecular cluster, C5H14 overall, with ωB97M-V/def2-TZVPD.

* ΔE to the lowest compared entry with this formula, charge and spin: 19.04 kcal/mol
* multiplicity: 2
* expectation value of S²: 0.7526
* HOMO level (spin up / spin down): -15.372 / -15.240 eV
* total charge: +1

Element x y z (Å)
1 C -1.903 0.543 -0.300
2 C -2.839 -0.653 -0.634
3 H -1.633 0.840 0.707
4 H -0.961 0.466 -0.832
5 H -2.325 1.411 -0.827
6 H -2.305 -1.361 -1.253
7 H -3.585 -0.298 -1.339
8 H -3.187 -1.048 0.306
9 C 2.232 0.111 0.120
10 C 1.232 -0.779 -0.515
11 C 1.481 0.722 1.397
12 H 3.226 -0.336 0.286
13 H 2.676 0.952 -0.424
14 H 0.527 -0.078 -1.051
15 H 0.845 1.539 1.063
16 H 0.953 -0.076 1.937
17 H 2.262 1.125 2.059
18 H 1.704 -1.614 -1.039
19 H 0.383 -1.161 0.100